{
  "formula": "C5H14",
  "method": "wB97M-V/def2-TZVPD",
  "symbols": ["H", "H", "H", "C", "H", "H", "C", "H", "H", "H", "C", "H", "H", "H", "H", "H", "C", "H", "C"],
  "coordinates": [[-0.02124, -2.18126, -2.76564], [-0.54021, 0.50686, -1.93653], [-1.01270, -1.01724, -3.59542], [-0.86128, -1.49475, -2.63353], [2.56600, 1.64950, 3.18147], [-1.68500, -1.21836, 0.23872], [1.68218, 1.74652, 2.54589], [0.81871, 1.93527, 3.18358], [0.29054, -0.68445, -0.99745], [-2.78482, -0.36432, -0.81878], [-1.75002, -0.39357, -0.47382], [1.13376, -0.36366, 2.23407], [0.58201, 0.65906, 1.00332], [-1.73021, -2.13477, -2.49275], [2.29322, 0.19591, 1.10405], [1.83060, 2.62344, 1.91259], [-0.64922, -0.48703, -1.50386], [-1.59462, 0.49572, 0.13874], [1.43231, 0.52713, 1.67535]],
  "lowdin_charge": [0.065, 0.097, 0.061, -0.116, 0.062, 0.072, -0.166, 0.062, 0.084, 0.072, -0.139, 0.065, 0.036, 0.064, 0.062, 0.062, -0.322, 0.056, -0.177],
  "e_homo_ev": -11.24,
  "smiles": "CCC.CC",
  "e_above_lowest_ev": 0.248,
  "lumo_ev": 1.1104,
  "largest_force_ha_per_bohr": 0.021,
  "energy_ha": -198.88005,
  "multiplicity": 1
}

***

{
  "formula": "C5H14",
  "method": "wB97M-V/def2-TZVPD",
  "symbols": ["H", "H", "H", "H", "H", "H", "H", "H", "C", "H", "H", "C", "H", "C", "H", "C", "H", "H", "C"],
  "coordinates": [[1.36181, 2.27708, 3.22662], [2.09993, 1.10908, 2.25089], [0.96477, 0.54062, 3.47007], [-1.83175, 0.08181, -2.33645], [-2.41188, -0.98902, -1.19539], [-1.04498, -2.19947, -2.18413], [0.29100, 0.98875, 0.78819], [-1.51780, 0.49438, -0.63349], [-0.49474, -1.54578, -1.40841], [1.49006, -1.06037, -0.94623], [1.01242, -0.40094, -2.62640], [0.04267, 1.48017, 1.75651], [-0.08952, 2.48456, 1.54090], [1.14625, 1.37732, 2.69498], [1.06168, -2.20531, -2.67128], [0.89633, -1.25926, -1.98710], [-0.46552, -1.99728, -0.43893], [-0.95310, 1.19690, 2.00937], [-1.55763, -0.37325, -1.30972]],
  "lowdin_charge": [0.052, 0.063, 0.098, 0.090, 0.032, 0.111, 0.068, 0.045, -0.335, 0.112, 0.040, -0.196, 0.043, -0.191, 0.098, -0.143, 0.078, 0.064, -0.128],
  "e_homo_ev": -10.86,
  "smiles": "CCC.CC",
  "e_above_lowest_ev": 1.843,
  "lumo_ev": 1.0424,
  "largest_force_ha_per_bohr": 0.080,
  "energy_ha": -198.82144,
  "multiplicity": 1
}

***

{
  "formula": "C5H14",
  "method": "wB97M-V/def2-TZVPD",
  "symbols": ["H", "H", "H", "C", "H", "H", "H", "H", "C", "H", "H", "H", "H", "H", "H", "H", "C", "C", "C"],
  "coordinates": [[1.54311, 1.42122, -2.68161], [-2.69867, -0.56641, 1.88552], [0.47929, 1.02375, -1.45479], [-0.03454, -0.85669, 1.68178], [2.28517, 1.15209, -1.09464], [2.08198, -1.32804, -1.49551], [-2.71686, 0.52944, 0.36845], [-2.82245, 1.11711, 1.90312], [1.48134, -0.67814, -2.11211], [0.48554, -1.16625, -2.04246], [0.20236, -1.29771, 0.70341], [0.94073, -0.60533, 2.08169], [1.94905, -0.88068, -3.07595], [-0.45593, 0.88275, 0.33899], [-0.43714, 1.24740, 1.94216], [-0.66049, -1.56047, 2.17708], [1.49373, 0.82075, -1.75824], [-2.31803, 0.30926, 1.35392], [-0.79819, 0.43596, 1.27919]],
  "lowdin_charge": [0.065, 0.068, 0.029, -0.096, 0.066, 0.046, 0.061, 0.064, -0.175, 0.070, 0.054, 0.066, 0.054, 0.064, 0.096, 0.052, -0.155, -0.122, -0.306],
  "e_homo_ev": -10.56,
  "smiles": "CCC.CC",
  "e_above_lowest_ev": 0.986,
  "lumo_ev": 1.1484,
  "largest_force_ha_per_bohr": 0.062,
  "energy_ha": -198.85292,
  "multiplicity": 1
}

***

{
  "formula": "C5H14",
  "method": "wB97M-V/def2-TZVPD",
  "symbols": ["C", "H", "H", "H", "C", "H", "C", "H", "H", "H", "H", "H", "H", "H", "H", "C", "H", "C", "H"],
  "coordinates": [[1.00712, -1.42480, 1.36552], [-0.35321, 1.17549, 2.10502], [1.03248, -2.52611, 1.25433], [0.93208, 1.19529, 2.93057], [-1.02081, 0.20271, -2.99674], [-0.23925, 2.06259, -3.91483], [-0.02450, 0.51880, 2.76295], [1.08448, 0.90212, -3.25324], [0.09091, 1.84161, -2.01306], [0.67105, -0.93991, 0.39907], [-1.93415, 0.62962, -3.30142], [-0.83793, -0.59985, -3.72386], [-0.99801, -1.23360, 2.11024], [0.11642, -1.53738, 3.46523], [-1.20469, -0.16630, -1.94890], [0.03188, -1.01267, 2.50604], [-0.49700, 0.68430, 3.70498], [0.05992, 1.36163, -3.14647], [2.08320, -1.13352, 1.69458]],
  "lowdin_charge": [-0.135, -0.006, 0.058, 0.111, -0.182, 0.039, -0.137, 0.058, 0.106, 0.074, 0.024, 0.056, 0.104, 0.094, 0.066, -0.302, 0.048, -0.167, 0.093],
  "e_homo_ev": -10.97,
  "smiles": "CCC.CC",
  "e_above_lowest_ev": 1.640,
  "lumo_ev": 0.9819,
  "largest_force_ha_per_bohr": 0.109,
  "energy_ha": -198.82888,
  "multiplicity": 1
}

***

{
  "formula": "C5H14",
  "method": "wB97M-V/def2-TZVPD",
  "symbols": ["C", "H", "H", "C", "H", "H", "H", "H", "H", "H", "H", "C", "H", "H", "H", "H", "C", "C", "H"],
  "coordinates": [[1.97501, -0.02133, 0.53029], [3.27982, 0.72832, -1.07242], [1.64561, 1.08849, -1.16250], [0.53407, 0.08947, 0.91525], [0.41854, 1.19628, 0.93663], [-3.39477, 0.40532, 0.05854], [-2.92056, -0.96517, 0.97682], [-1.73420, 0.33719, 0.72953], [-1.87038, -0.10669, -1.92204], [2.15794, -1.02510, 0.17937], [-0.99636, -1.24908, -0.78176], [2.44560, 0.96247, -0.46670], [-2.59789, -1.59972, -1.53485], [2.68058, -0.05422, 1.32740], [0.19083, -0.13959, 1.85654], [2.72694, 1.82556, 0.05832], [-2.54435, -0.24309, 0.22752], [-1.95993, -0.83424, -1.02080], [-0.03650, -0.39487, 0.16485]],
  "lowdin_charge": [-0.338, 0.063, 0.073, -0.117, 0.103, 0.059, 0.078, 0.042, 0.103, 0.098, 0.028, -0.116, 0.074, 0.093, 0.055, 0.063, -0.181, -0.190, 0.009],
  "e_homo_ev": -11.03,
  "smiles": "CCC.CC",
  "e_above_lowest_ev": 1.245,
  "lumo_ev": 1.1464,
  "largest_force_ha_per_bohr": 0.069,
  "energy_ha": -198.84341,
  "multiplicity": 1
}

***

{
  "formula": "C5H14",
  "method": "wB97M-V/def2-TZVPD",
  "symbols": ["H", "H", "C", "H", "H", "H", "C", "H", "H", "C", "H", "H", "H", "H", "H", "C", "C", "H", "H"],
  "coordinates": [[0.78164, 0.49722, 0.24815], [0.84806, 2.37722, 0.28363], [1.25343, 1.43032, 0.69141], [-1.35104, -3.10431, -0.37314], [3.27194, 1.54632, -0.36884], [0.03925, -2.12964, -0.29532], [-1.57321, 0.48946, -0.83581], [3.39214, 1.86853, 1.24412], [-0.56535, 0.29010, -1.24344], [-1.93204, -1.08587, -0.66510], [-2.77455, -1.19104, 0.03661], [-1.12087, -2.21241, 1.16614], [-1.55030, 1.04254, 0.03065], [1.10980, 1.45214, 1.78220], [-2.36183, 0.93955, -1.55216], [2.83938, 1.24986, 0.57373], [-0.93795, -2.19405, 0.04967], [3.06737, 0.17696, 0.82974], [-2.43587, -1.44289, -1.60225]],
  "lowdin_charge": [0.041, 0.067, -0.151, 0.048, 0.043, 0.017, -0.113, 0.034, 0.050, -0.263, 0.068, 0.082, 0.012, 0.058, 0.094, -0.158, -0.093, 0.075, 0.089],
  "e_homo_ev": -10.90,
  "smiles": "CCC.CC",
  "e_above_lowest_ev": 1.590,
  "lumo_ev": 1.1050,
  "largest_force_ha_per_bohr": 0.098,
  "energy_ha": -198.83072,
  "multiplicity": 1
}

***

{
  "formula": "C5H14",
  "method": "wB97M-V/def2-TZVPD",
  "symbols": ["H", "H", "C", "H", "H", "C", "H", "H", "H", "C", "H", "H", "C", "H", "H", "H", "C", "H", "H"],
  "coordinates": [[1.91231, 1.66356, 3.47737], [-1.26080, -2.43870, -0.21446], [1.24238, 1.30626, 1.44057], [-2.87300, -2.45374, -0.82133], [0.18245, 1.34098, 1.70143], [-2.03792, -1.78260, -0.60291], [-2.18569, -0.28117, -2.13891], [0.52384, -1.58984, -2.24729], [0.28781, -0.52035, -0.83586], [-1.55428, -1.13971, -1.91778], [-1.65074, -1.86280, -2.72677], [-2.35963, -1.04741, 0.12858], [2.01091, 2.09472, 2.47681], [1.56785, 0.28328, 1.28361], [1.28449, 1.86347, 0.49906], [1.70740, 3.14063, 2.50318], [-0.05753, -0.76202, -1.83546], [3.09987, 2.12941, 2.35975], [0.16029, 0.05602, -2.52958]],
  "lowdin_charge": [0.061, 0.066, -0.185, 0.062, 0.064, -0.127, 0.091, 0.067, 0.045, -0.305, 0.091, 0.066, -0.187, 0.058, 0.064, 0.063, -0.119, 0.062, 0.065],
  "e_homo_ev": -11.38,
  "smiles": "CCC.CC",
  "e_above_lowest_ev": 0.272,
  "lumo_ev": 1.1023,
  "largest_force_ha_per_bohr": 0.024,
  "energy_ha": -198.87915,
  "multiplicity": 1
}

***

{
  "formula": "C5H14",
  "method": "wB97M-V/def2-TZVPD",
  "symbols": ["H", "C", "C", "H", "C", "H", "C", "H", "H", "H", "H", "H", "H", "H", "H", "C", "H", "H", "H"],
  "coordinates": [[-1.75255, -1.13458, -1.61315], [-0.32776, 0.28815, -2.20883], [-0.41568, 0.71529, 2.75811], [-0.41058, 1.01876, 1.83232], [1.00919, 0.77396, -1.57601], [0.76699, 1.85767, -1.48090], [-0.77632, -1.15838, -1.96459], [0.01115, 0.58154, -3.33204], [-1.11234, 1.02620, -1.97851], [1.76745, 0.58134, -2.27154], [0.06291, -0.90041, 1.66300], [1.53784, -0.72854, 2.49796], [-0.14851, -1.69096, -1.11666], [-0.80573, -1.59345, -3.07447], [-1.29065, 0.47263, 3.35205], [0.50845, -0.53585, 2.51686], [1.11688, 0.11907, -0.67122], [0.16508, 1.49349, 3.35998], [0.09420, -1.18596, 3.30763]],
  "lowdin_charge": [0.016, -0.356, -0.122, -0.022, -0.131, 0.082, -0.130, 0.131, 0.083, 0.035, 0.009, 0.048, 0.101, 0.110, 0.071, -0.142, 0.065, 0.089, 0.063],
  "e_homo_ev": -10.45,
  "smiles": "CCC.CC",
  "e_above_lowest_ev": 2.820,
  "lumo_ev": 1.0770,
  "largest_force_ha_per_bohr": 0.133,
  "energy_ha": -198.78553,
  "multiplicity": 1
}